1.
The following is a DFT calculation (ωB97M-V/def2-TZVPD) of a structure of composition C26H72F8N10O24S8 in a non-equilibrium geometry.

Output
Net charge: +2
Kohn-Sham gap in eV: 10.26
E_LUMO in eV: -3.136

Each line ends with the Löwdin charge.
Geometry (Å):
C: -0.789 3.793 -4.413  -0.035
C: 0.475 3.037 -4.635  -0.266
C: 1.700 3.958 -4.885  -0.204
O: 2.895 3.244 -4.714  -0.193
C: 3.998 4.216 -4.657  -0.035
N: 0.806 2.241 -3.358  0.234
H: 0.960 2.834 -2.571  0.072
H: 0.114 1.504 -3.197  0.108
H: 1.710 1.784 -3.382  0.150
H: -1.529 3.323 -3.855  0.066
H: -1.228 4.020 -5.387  0.103
H: -0.556 4.756 -3.920  0.094
H: 0.329 2.270 -5.389  0.154
H: 1.643 4.702 -4.028  0.132
H: 1.606 4.404 -5.879  0.145
H: 4.876 3.830 -5.207  0.101
H: 4.235 4.385 -3.632  0.053
H: 3.645 5.183 -5.092  0.105
C: 8.632 -1.501 2.374  -0.035
C: 9.654 -1.859 1.358  -0.309
C: 9.581 -3.336 1.108  -0.181
O: 10.448 -3.596 0.021  -0.214
C: 10.223 -4.700 -0.831  -0.076
N: 9.199 -1.270 0.036  0.211
H: 8.172 -1.268 -0.034  0.076
H: 9.470 -0.271 -0.084  0.188
H: 9.722 -1.764 -0.689  0.157
H: 7.671 -1.836 2.024  0.085
H: 8.575 -0.440 2.721  0.114
H: 8.889 -2.138 3.257  0.113
H: 10.661 -1.500 1.471  0.160
H: 8.592 -3.484 0.757  0.117
H: 9.713 -3.967 1.953  0.139
H: 10.920 -4.568 -1.712  0.112
H: 9.179 -4.584 -1.186  0.094
H: 10.434 -5.694 -0.345  0.109
C: 1.460 -1.257 0.978  0.018
C: 1.311 0.039 0.232  -0.400
O: 1.025 0.345 -0.868  0.167
N: 1.658 1.156 1.210  0.067
H: 1.469 0.859 2.137  0.062
H: 2.734 1.235 1.006  0.146
C: 0.906 2.435 1.015  0.013
H: 1.452 -2.102 0.217  0.122
H: 0.652 -1.496 1.743  0.089
H: 2.425 -1.280 1.513  0.103
H: 1.178 3.081 1.834  0.069
H: -0.115 2.114 1.172  0.103
H: 1.133 2.851 0.001  0.069
C: 2.633 5.048 3.531  0.029
C: 1.589 6.095 3.736  -0.362
O: 1.683 7.165 4.283  0.165
N: 0.201 5.539 3.509  0.071
H: 0.026 5.640 2.503  0.099
H: 0.131 4.530 3.668  0.090
C: -0.921 6.324 4.210  0.050
H: 2.602 4.600 2.514  0.070
H: 2.550 4.269 4.270  0.096
H: 3.661 5.527 3.557  0.131
H: -0.425 6.616 5.120  0.086
H: -1.703 5.635 4.477  0.093
H: -1.167 7.225 3.595  0.129
C: -5.445 -5.926 -6.726  -0.095
O: -4.601 -5.611 -5.682  -0.160
C: -4.078 -4.387 -5.879  -0.240
C: -2.750 -4.367 -5.127  -0.062
N: -2.914 -4.512 -3.634  0.094
H: -3.376 -3.663 -3.281  0.126
H: -3.466 -5.316 -3.457  0.150
C: -1.594 -4.781 -2.967  -0.122
C: -1.311 -6.218 -2.886  -0.236
O: -2.096 -6.873 -1.929  -0.145
C: -1.886 -8.282 -2.067  -0.085
H: -4.885 -5.979 -7.649  0.096
H: -6.296 -5.257 -6.703  0.105
H: -5.795 -6.950 -6.700  0.097
H: -4.764 -3.664 -5.569  0.125
H: -3.727 -4.268 -6.891  0.135
H: -2.207 -3.473 -5.265  0.123
H: -2.254 -5.212 -5.534  0.127
H: -1.639 -4.257 -2.057  0.117
H: -0.915 -4.213 -3.552  0.102
H: -0.216 -6.368 -2.688  0.159
H: -1.519 -6.571 -3.923  0.138
H: -2.426 -8.777 -1.237  0.103
H: -0.912 -8.632 -1.956  0.069
H: -2.398 -8.718 -2.930  0.098
C: -7.734 2.323 7.505  -0.091
O: -6.972 1.809 6.421  -0.186
C: -6.362 0.588 6.825  -0.214
C: -5.399 0.114 5.725  -0.106
N: -5.952 -0.437 4.451  0.054
H: -5.119 -0.906 4.012  0.135
H: -6.737 -1.126 4.644  0.192
C: -6.460 0.509 3.317  -0.058
C: -6.940 -0.380 2.194  -0.174
O: -7.707 -1.499 2.757  -0.194
C: -8.183 -2.338 1.697  -0.070
H: -7.218 2.108 8.469  0.099
H: -8.711 1.896 7.565  0.081
H: -7.823 3.410 7.441  0.097
H: -7.240 -0.097 6.975  0.144
H: -5.839 0.539 7.773  0.124
H: -4.872 -0.756 6.162  0.141
H: -4.614 0.888 5.496  0.153
H: -5.711 1.217 2.998  0.134
H: -7.264 1.045 3.803  0.125
H: -6.131 -0.667 1.505  0.130
H: -7.601 0.304 1.628  0.143
H: -8.899 -1.822 1.060  0.100
H: -8.632 -3.171 2.111  0.065
H: -7.353 -2.738 1.104  0.099
N: -1.685 1.131 3.933  -0.308
S: -2.114 -0.044 2.885  0.659
O: -3.134 -0.930 3.369  -0.275
O: -1.012 -0.641 2.106  -0.321
F: -2.774 1.005 1.747  -0.218
S: -0.267 1.524 4.455  0.536
O: -0.326 2.997 4.562  -0.315
O: 0.915 0.876 3.874  -0.289
F: -0.378 0.980 5.852  -0.096
N: 1.263 5.678 -0.283  -0.284
S: 2.559 5.128 -1.076  0.491
O: 3.129 6.108 -1.871  -0.213
O: 2.482 3.815 -1.611  -0.279
F: 3.460 5.063 0.216  -0.156
S: -0.208 5.276 -0.431  0.478
O: -0.803 5.361 0.878  -0.309
O: -0.512 4.036 -1.122  -0.295
F: -0.950 6.375 -1.234  -0.122
N: -3.039 -1.708 -2.886  -0.310
S: -1.574 -1.186 -2.505  0.505
O: -1.357 0.220 -2.637  -0.281
O: -0.633 -2.042 -3.137  -0.266
F: -1.577 -1.437 -0.943  -0.163
S: -4.255 -0.974 -2.178  0.459
O: -4.125 -0.638 -0.805  -0.274
O: -5.463 -1.684 -2.527  -0.292
F: -4.294 0.351 -2.955  -0.130
N: 4.664 -0.154 -0.848  -0.299
S: 5.334 -1.491 -1.373  0.493
O: 4.508 -2.609 -1.415  -0.217
O: 6.684 -1.617 -0.894  -0.321
F: 5.557 -1.127 -2.870  -0.140
S: 5.386 1.081 -0.220  0.593
O: 6.737 0.965 0.275  -0.288
O: 4.345 1.745 0.598  -0.332
F: 5.625 2.135 -1.435  -0.182

=====

2.
The following is a DFT calculation (ωB97M-V/def2-TZVPD) of an isolated molecule of C3H8N2O.

Output
Net charge: 0
Relative energy (zero: lowest compared OMol25 entry of this formula, charge and spin) in kcal/mol: 10.19
Kohn-Sham gap in eV: 10.06
E_LUMO in eV: 0.901

Each line ends with the Löwdin charge.
Geometry (Å):
C: 0.164 0.676 -1.534  -0.073
N: 0.098 0.247 -0.150  -0.179
C: 1.372 -0.118 0.460  -0.067
C: -1.047 -0.453 0.207  -0.598
O: -1.819 -0.942 -0.598  0.054
N: -1.251 -0.530 1.578  0.145
H: -0.848 0.858 -1.899  0.088
H: 0.744 1.606 -1.591  0.088
H: 0.632 -0.078 -2.183  0.091
H: 1.249 -1.002 1.093  0.086
H: 2.080 -0.374 -0.339  0.084
H: 1.804 0.690 1.063  0.082
H: -2.171 -0.886 1.797  0.100
H: -1.008 0.304 2.095  0.100

=====

3.
The following is a DFT calculation (ωB97M-V/def2-TZVPD) of an isolated molecule of C2HPS2 in a non-equilibrium geometry.

Output
Net charge: 0
Relative energy (zero: lowest compared OMol25 entry of this formula, charge and spin) in kcal/mol: 35.51
Kohn-Sham gap in eV: 6.63
E_LUMO in eV: -1.578

Each line ends with the Löwdin charge.
Geometry (Å):
C: -0.821 0.114 -0.022  -0.566
C: -0.402 -1.077 -0.123  -0.796
P: 2.141 1.138 -0.090  0.290
S: 0.257 1.641 -0.053  0.310
S: 0.625 -2.311 -0.073  0.692
H: -1.799 0.495 0.362  0.069

=====

4.
The following is a DFT calculation (ωB97M-V/def2-TZVPD) of a cluster of 2 separate species, C8H11NO3 in total in a non-equilibrium geometry.

Output
Net charge: 0
Relative energy (zero: lowest compared OMol25 entry of this formula, charge and spin) in kcal/mol: 46.17
Kohn-Sham gap in eV: 8.35
E_LUMO in eV: 0.802

Each line ends with the Löwdin charge.
Geometry (Å):
C: -3.141 1.589 -0.495  -0.063
C: -2.728 0.441 0.407  -0.245
C: -3.403 -0.941 0.186  -0.128
C: -1.420 -0.277 0.007  -0.445
C: 2.704 -0.518 0.116  -0.400
C: 3.366 0.071 1.143  -0.016
C: 4.600 0.549 0.566  -0.081
C: 4.578 0.215 -0.742  -0.132
H: -4.131 1.975 -0.221  0.078
H: -2.416 2.413 -0.414  0.085
H: -3.172 1.265 -1.550  0.089
H: -2.717 0.747 1.456  0.142
H: -3.892 -1.375 1.066  0.110
H: -4.090 -0.963 -0.674  0.115
H: -1.765 -2.363 -0.445  0.136
H: 1.359 -1.414 -0.839  0.117
H: 3.028 0.152 2.165  0.107
H: 5.403 1.073 1.090  0.106
H: 5.258 0.354 -1.565  0.111
N: -2.074 -1.477 -0.094  0.095
O: -0.287 0.064 -0.187  0.091
O: 1.528 -1.133 0.059  0.074
O: 3.409 -0.447 -1.035  0.055

=====

In order of appearance, total energy = -7370.98911 -303.87589 -1214.42476 -591.85326 hartree.